No. 1
Molecular formula: C38H36BrN10O6PSTi
Method: DFT, ωB97M-V/def2-TZVPD

Structure (XYZ):
```
94
Properties=species:S:1:pos:R:3:mulliken_charge:R:1
Ti 0.334 0.540 -0.151 0.465
C -3.015 5.022 -2.017 -0.885
N -2.391 4.029 -1.162 0.243
C -2.582 3.901 0.185 -0.998
C -1.834 2.832 0.579 -0.932
N -1.197 2.288 -0.508 1.275
C -1.538 3.037 -1.546 -0.525
P -0.995 2.928 -3.272 -0.342
C -1.926 1.433 -3.740 -0.034
N -2.741 0.755 -2.961 0.002
C -3.242 -0.254 -3.739 -0.721
C -2.722 -0.181 -4.998 -0.575
N -1.895 0.909 -5.001 0.193
C -1.057 1.339 -6.098 -0.895
C 0.695 2.315 -3.034 -0.409
N 1.126 1.421 -2.165 0.935
C 2.451 1.222 -2.430 -0.773
C 2.833 2.022 -3.466 -0.779
N 1.720 2.720 -3.847 0.268
C 1.661 3.667 -4.944 -0.830
H -3.696 5.615 -1.411 0.341
H -2.267 5.679 -2.459 0.324
H -3.582 4.543 -2.813 0.334
H -3.229 4.563 0.733 0.455
H -1.698 2.411 1.562 0.628
H -3.937 -0.979 -3.350 0.517
H -2.856 -0.797 -5.872 0.475
H -1.481 0.983 -7.033 0.410
H -1.016 2.429 -6.124 0.325
H -0.046 0.940 -5.997 0.284
H 3.026 0.505 -1.871 0.503
H 3.780 2.155 -3.959 0.450
H 2.674 3.967 -5.197 0.346
H 1.199 3.224 -5.827 0.230
H 1.094 4.548 -4.653 0.338
C -3.627 -0.115 0.234 -1.205
C -2.706 -1.077 -0.416 -0.788
N -1.410 -0.928 -0.582 1.364
C -0.966 -2.053 -1.220 -0.378
C -2.011 -2.896 -1.460 0.417
N -3.108 -2.258 -0.940 0.183
C -2.149 -4.218 -2.103 0.423
O -1.041 -4.773 -2.535 -0.590
O -3.247 -4.724 -2.208 -0.681
C 0.473 -2.144 -1.579 0.565
O 0.898 -3.195 -2.103 -0.897
O 1.135 -1.109 -1.314 0.140
H -3.044 0.578 0.831 -0.120
H -4.338 -0.629 0.883 0.498
H -4.178 0.452 -0.519 0.261
H -4.030 -2.661 -0.939 0.271
H -0.231 -4.166 -2.370 0.395
Br 0.655 1.540 4.548 -0.165
C -1.142 0.939 4.708 0.456
C -1.854 1.360 5.822 -0.643
C -3.157 0.924 6.005 -0.522
C -3.731 0.052 5.092 -0.806
C -2.998 -0.376 3.996 -0.483
C -1.701 0.075 3.774 -0.073
C -0.977 -0.396 2.526 0.555
O -0.934 -1.604 2.299 -0.609
O -0.537 0.550 1.793 0.007
H -1.383 2.018 6.539 0.424
H -3.716 1.257 6.871 0.380
H -4.742 -0.304 5.240 0.390
H -3.416 -1.085 3.293 0.444
N 2.155 -0.404 1.071 0.071
S 2.071 -1.356 2.325 0.725
C 2.322 -3.039 1.752 0.093
C 3.575 -3.586 1.513 -0.344
C 3.661 -4.832 0.910 -0.700
C 2.507 -5.512 0.544 -0.627
C 1.261 -4.953 0.785 -0.549
C 1.160 -3.712 1.394 -0.412
C 3.550 -1.141 3.320 0.185
C 3.811 -2.006 4.376 -0.130
C 4.904 -1.770 5.192 -0.713
C 5.725 -0.672 4.960 -0.405
C 5.448 0.192 3.913 -0.720
C 4.353 -0.038 3.089 -0.607
H 2.994 -0.583 0.523 0.152
H 4.475 -3.051 1.789 0.431
H 4.634 -5.267 0.717 0.400
H 2.581 -6.477 0.061 0.389
H 0.363 -5.477 0.482 0.443
H 0.199 -3.243 1.575 0.570
H 3.169 -2.861 4.550 0.461
H 5.116 -2.443 6.013 0.381
H 6.577 -0.490 5.603 0.383
H 6.080 1.053 3.736 0.412
H 4.103 0.636 2.280 0.306
N 1.824 3.476 0.744 -0.301
C 1.484 2.375 0.492 -0.007
H 1.463 4.413 0.712 0.258
```

Its spin multiplicity is 3. The calculation puts the orbital gap (alpha / beta) at 0.1950 / 0.3008 Ha. As for the total charge: 0.

No. 2
Molecular formula: C38H36N6O2SiTi
Method: DFT, ωB97M-V/def2-TZVPD

Structure (XYZ):
```
84
Properties=species:S:1:pos:R:3:mulliken_charge:R:1
Ti -0.596 -0.019 -0.300 -1.192
O -1.277 -1.412 -1.334 -0.341
C -1.181 -2.221 -2.340 -0.416
C -2.173 -3.194 -2.571 -0.662
C -2.041 -4.079 -3.617 -0.505
C -0.941 -4.028 -4.479 -0.877
C 0.021 -3.064 -4.278 -0.725
C -0.076 -2.161 -3.211 1.077
C 0.905 -1.116 -3.081 -0.513
N 1.010 -0.259 -2.137 0.689
C 2.031 0.770 -2.387 -1.292
C 1.891 1.896 -1.372 -0.887
N 0.477 1.994 -1.058 0.729
C -0.102 3.111 -1.262 -0.664
C -1.530 3.299 -1.293 0.711
C -2.055 4.587 -1.455 -0.785
C -3.396 4.781 -1.700 -0.854
C -4.224 3.667 -1.843 -0.555
C -3.729 2.390 -1.704 -0.269
C -2.378 2.179 -1.380 0.025
O -1.939 0.953 -1.209 0.536
H -3.020 -3.226 -1.898 0.510
H -2.808 -4.827 -3.775 0.443
H -0.855 -4.727 -5.299 0.404
H 0.871 -2.993 -4.946 0.408
H 1.596 -1.044 -3.930 0.304
H 3.032 0.332 -2.331 0.435
H 1.887 1.165 -3.398 0.643
H 2.461 1.662 -0.477 0.012
H 2.281 2.834 -1.780 0.627
H 0.501 3.986 -1.532 0.278
H -1.382 5.435 -1.394 0.405
H -3.796 5.780 -1.807 0.419
H -5.274 3.806 -2.068 0.434
H -4.367 1.522 -1.810 0.455
C -4.651 2.195 3.572 -0.799
C -3.424 2.267 4.215 -0.812
C -2.249 2.062 3.513 -0.264
C -2.263 1.808 2.134 -0.337
C -3.507 1.638 1.526 0.232
C -4.680 1.855 2.228 -0.841
N -1.070 1.583 1.425 0.928
C 0.046 2.159 1.852 -0.482
C 0.126 3.430 2.520 -0.617
C 1.320 3.942 2.910 -0.755
C 2.533 3.224 2.714 -0.798
C 2.512 2.022 2.081 -0.945
C 1.286 1.485 1.608 0.685
N 1.191 0.302 0.955 2.540
N 2.277 -0.393 0.858 -1.508
C 2.047 -1.685 0.422 0.019
C 3.117 -2.580 0.356 -0.976
C 2.840 -3.897 0.051 -0.310
C 1.520 -4.287 -0.159 -1.151
C 0.530 -3.320 -0.098 -0.385
N 0.791 -2.045 0.160 0.915
H -5.569 2.360 4.119 0.369
H -3.378 2.469 5.278 0.363
H -1.307 2.076 4.045 0.612
H -3.553 1.297 0.512 0.269
H -5.629 1.732 1.720 0.456
H -0.786 3.994 2.655 0.604
H 1.355 4.922 3.371 0.424
H 3.468 3.645 3.056 0.415
H 3.418 1.460 1.909 0.504
H 4.116 -2.229 0.568 0.524
H 3.640 -4.624 -0.003 0.413
H 1.261 -5.314 -0.370 0.460
H -0.512 -3.565 -0.257 0.690
C -4.821 -1.462 3.709 -0.727
Si -3.204 -2.361 3.421 -0.377
C -2.200 -2.375 5.005 -1.012
C -3.556 -4.124 2.873 -0.999
C -2.246 -1.524 2.106 -0.240
C -1.595 -0.956 1.247 1.306
H -5.410 -1.971 4.475 0.409
H -5.415 -1.420 2.795 0.275
H -4.643 -0.436 4.035 0.061
H -2.754 -2.864 5.809 0.350
H -1.970 -1.357 5.321 0.307
H -1.257 -2.905 4.871 0.313
H -4.107 -4.677 3.637 0.312
H -2.628 -4.661 2.669 0.284
H -4.152 -4.126 1.959 0.290
```

Its spin multiplicity is 1. The calculation puts the orbital gap (alpha / beta) at 0.2172 / 0.1982 Ha. As for the total charge: 0.

No. 3
Molecular formula: C38H36NO2Si
Method: DFT, ωB97M-V/def2-TZVPD

Structure (XYZ):
```
78
Properties=species:S:1:pos:R:3:mulliken_charge:R:1
C -2.833 -3.142 -1.927 -0.343
C -1.828 -4.099 -2.109 -0.712
C -0.722 -4.138 -1.244 -0.423
C -0.537 -3.119 -0.292 -0.105
Si 0.713 -3.194 1.073 0.061
C 1.390 -4.920 1.215 0.495
C 2.774 -5.087 1.067 -0.192
C 3.348 -6.359 1.140 -0.706
C 2.530 -7.477 1.357 -0.515
C 1.149 -7.314 1.519 -0.712
C 0.577 -6.038 1.455 -0.213
C 2.144 -2.043 0.854 0.381
C 2.368 -1.412 -0.372 -0.488
C 3.327 -0.394 -0.452 -0.682
C 4.066 -0.026 0.682 -0.544
C 3.915 -0.741 1.878 -0.829
C 2.986 -1.785 1.950 0.046
C -0.020 -2.550 2.707 0.104
C -1.049 -3.449 3.445 -0.308
C -2.156 -2.489 3.932 -0.705
C -1.818 -1.100 3.350 -0.728
N -0.668 -1.273 2.470 -0.289
C -1.464 -2.073 -0.243 1.193
C -2.703 -2.216 -0.879 -1.348
H -3.711 -3.106 -2.580 0.385
H -1.913 -4.844 -2.904 0.417
H -0.003 -4.960 -1.300 0.445
H 3.408 -4.210 0.907 0.270
H 4.428 -6.462 1.023 0.407
H 2.980 -8.470 1.401 0.373
H 0.509 -8.181 1.694 0.396
H -0.498 -5.901 1.593 0.236
H 1.793 -1.712 -1.252 0.385
H 3.492 0.116 -1.402 0.438
H 4.762 0.814 0.636 0.418
H 4.508 -0.495 2.762 0.403
H 2.906 -2.385 2.863 0.439
H 0.858 -2.429 3.374 0.440
H -1.467 -4.203 2.767 -0.048
H -0.558 -3.981 4.269 0.321
H -3.124 -2.820 3.540 0.297
H -2.214 -2.474 5.027 0.256
H -2.670 -0.705 2.778 0.254
H -1.573 -0.366 4.129 0.421
H -0.046 -0.471 2.396 0.244
H -1.226 -1.180 0.343 -0.162
H -3.533 -1.579 -0.576 0.749
C 2.014 9.700 -1.852 -0.788
O 2.678 8.423 -1.724 -0.390
C 1.870 7.332 -1.805 0.703
C 2.421 6.076 -1.446 -0.716
C 1.586 5.007 -1.187 -0.568
C 0.182 5.114 -1.377 0.356
C -0.711 4.020 -1.080 0.680
O -1.953 4.221 -1.595 -0.317
C -2.815 3.156 -1.744 0.348
C -2.445 1.873 -1.298 0.348
C -3.124 0.808 -1.950 -0.594
C -4.219 1.034 -2.766 -0.634
C -4.593 2.342 -3.102 -0.427
C -3.891 3.416 -2.577 -0.731
C -1.359 1.800 -0.395 -0.009
C -0.488 2.879 -0.312 -0.909
C -0.315 6.319 -1.932 -0.592
C 0.501 7.414 -2.152 -0.494
H 2.795 10.431 -1.657 0.242
H 1.611 9.832 -2.868 0.317
H 1.202 9.777 -1.112 0.387
H 3.499 6.005 -1.310 0.422
H 2.001 4.056 -0.838 0.386
H -2.742 -0.199 -1.833 0.605
H -4.797 0.201 -3.165 0.455
H -5.398 2.527 -3.811 0.391
H -4.117 4.450 -2.831 0.456
H -1.127 0.885 0.127 0.569
H 0.445 2.814 0.237 0.475
H -1.369 6.394 -2.172 0.450
H 0.058 8.335 -2.537 0.355
```

Its spin multiplicity is 1. The calculation puts the orbital gap at 0.1866 Ha. As for the total charge: +1.